Density functional theory data (ωB97M-V/def2-TZVPD) for an isolated molecule of C8H7N3.

```
18
Properties=species:S:1:pos:R:3:forces:R:3:mulliken_charge:R:1
C -3.1443 -0.2448 0.0009 6.6 4.5 -1.7 -0.68
C -2.4063 0.9666 -0.4420 -0.9 -4.1 1.9 -0.39
C -1.0552 0.9406 -0.4502 2.1 1.8 -0.5 -0.28
C -0.3836 -0.2589 -0.0048 0.7 2.1 -1.4 0.55
C 1.1094 -0.2742 -0.0532 -1.1 -3.4 -2.8 0.06
N 1.8741 -1.0467 -0.8772 -0.5 1.9 1.4 -0.59
C 3.1517 -0.5932 -0.5500 1.8 -4.9 -4.0 -0.43
C 3.1346 0.2955 0.3902 5.8 4.1 4.2 -0.07
N 1.8695 0.4799 0.6727 -3.0 4.7 5.9 -0.05
N -1.0365 -1.3292 0.3362 2.2 -0.2 0.4 -0.52
C -2.3285 -1.2656 0.3193 -1.3 1.9 -0.6 -0.23
H -4.1189 -0.2410 -0.1234 -4.6 -0.4 0.0 0.54
H -2.9151 1.8345 -0.5773 -1.5 2.4 -0.9 0.50
H -0.5172 1.9605 -0.8445 -0.9 -3.0 1.2 0.19
H 4.0581 -1.1421 -0.9740 -1.5 1.2 0.5 0.32
H 4.0549 0.9157 1.0314 -3.1 -2.1 -2.2 0.22
H 1.5112 1.0446 1.5550 1.0 -1.5 -2.8 0.33
H -2.8578 -2.0422 0.5910 -2.0 -4.8 1.5 0.53
```
Positions in Å, forces in eV/Å.

Properties
- SMILES: c1ccc(-c2ncc[nH]2)nc1
- Net charge: 0
- HOMO: -8.887 eV
- 2S+1: 1
- Total energy: -473.22372 a.u.
- LUMO: 0.642 eV